# 1
ORCA calculation (wB97M-V/def2-TZVPD) on C42H37BN4O2SbSn as an isolated structure at a distorted geometry.

Geometry (Å):
C (-2.36, 0.65, 6.52)
C (4.55, -1.59, 1.57)
C (4.81, -2.93, 1.33)
H (-3.71, 4.64, 0.31)
H (-1.28, -1.19, 6.14)
H (1.78, 1.76, 6.53)
C (-1.60, -0.23, 5.76)
H (4.70, -4.55, -0.07)
H (0.39, -1.99, -5.67)
C (-0.82, -1.42, -3.99)
C (-1.26, 0.18, 4.49)
H (4.83, -1.16, 2.51)
H (-2.64, 0.37, 7.52)
C (0.10, -3.55, 3.07)
C (-2.07, -2.14, -0.24)
N (-0.07, -2.32, 1.04)
H (4.40, 3.99, 1.68)
B (-0.47, 0.41, 2.45)
C (-2.80, 1.87, 6.01)
H (3.60, -3.18, -1.81)
C (1.38, 2.29, 4.49)
H (2.22, -0.41, -5.05)
C (0.66, -2.81, 2.04)
C (5.37, 2.17, 1.10)
C (3.94, -0.81, 0.59)
H (0.72, -3.94, 3.85)
C (1.79, 2.16, 3.18)
C (4.47, -3.51, 0.12)
H (1.72, -2.61, 1.99)
C (1.18, 0.27, -3.30)
H (-1.66, -2.75, -1.05)
H (-2.84, 3.20, 4.30)
H (-2.63, -0.20, 1.26)
C (6.53, 4.18, 1.74)
O (-0.52, -0.44, 3.53)
C (2.96, 1.49, 2.86)
C (-1.37, -2.57, 1.01)
C (-0.89, -0.60, -2.87)
C (6.58, 1.53, 0.91)
C (-2.48, 2.27, 4.72)
C (3.86, -2.74, -0.86)
C (-2.11, -0.51, -2.00)
H (-1.76, -4.22, 3.93)
C (-2.37, 1.55, 0.12)
C (-3.34, 2.53, 0.25)
C (2.13, 1.72, 5.51)
H (0.47, 2.83, 4.73)
C (-1.63, 4.17, 0.04)
H (8.72, 1.73, 0.98)
C (-1.71, 1.40, 3.98)
H (1.94, 0.97, -2.98)
H (-3.09, -3.36, 2.00)
C (3.34, 1.11, 5.20)
C (-1.28, -3.72, 3.10)
C (3.61, -1.40, -0.62)
H (6.60, 0.50, 0.59)
H (3.16, -0.80, -1.41)
H (-3.15, -2.36, -0.17)
C (1.33, -0.49, -4.44)
Sn (0.45, 0.03, 0.26)
O (-1.23, 1.54, 2.71)
H (-3.79, -0.04, -0.07)
H (3.95, 0.71, 5.99)
C (-2.74, 0.10, 0.22)
C (-0.73, 3.12, -0.09)
H (5.30, -3.52, 2.09)
H (-3.38, 2.52, 6.64)
H (-1.63, -2.09, -4.22)
H (6.51, 5.22, 2.06)
N (0.10, 0.22, -2.54)
H (8.66, 4.07, 1.70)
H (1.19, 2.60, 2.39)
N (-1.86, -0.74, -0.57)
C (7.74, 3.54, 1.54)
C (-2.97, 3.86, 0.21)
H (0.33, 3.31, -0.23)
C (5.35, 3.50, 1.52)
C (0.31, -1.36, -4.79)
H (-1.29, 5.19, 0.01)
C (7.77, 2.22, 1.13)
C (3.76, 1.02, 3.89)
H (4.73, 0.59, 3.67)
H (-2.88, -1.21, -2.36)
N (-1.09, 1.85, -0.05)
C (-2.02, -3.24, 2.03)
H (-4.38, 2.26, 0.39)
H (-2.50, 0.51, -2.12)
Sb (3.42, 1.28, 0.78)

## Properties
ΔE to the lowest compared entry with this formula, charge and spin	0.2001	eV
HOMO level	-9.3844	eV
total charge	+1
E	-2471.45111	Ha

# 2
ORCA calculation (wB97M-V/def2-TZVPD) on C42H37ClN2O8SbY as an isolated structure at a distorted geometry.

Geometry (Å):
H (1.30, 7.23, -2.87)
H (4.21, 2.41, -4.10)
H (0.38, -4.54, 0.86)
C (-3.23, -4.20, 2.03)
C (-0.08, -0.98, 4.08)
H (-5.86, 0.92, 3.58)
C (-0.15, -3.62, 0.65)
O (-1.60, 3.82, -0.68)
C (1.36, 5.25, -1.18)
C (1.29, 4.07, -0.47)
C (-1.29, 2.66, -0.72)
O (-0.43, 0.81, -2.05)
C (4.37, -2.72, 2.01)
O (5.82, 1.39, -5.48)
H (3.09, 1.77, 2.96)
H (4.75, 0.29, 3.51)
H (-4.15, -1.44, -1.74)
H (-1.14, -3.88, 0.28)
O (1.65, -0.96, 0.45)
N (1.72, 2.90, -0.96)
C (0.55, -3.03, 2.99)
H (-4.58, -2.04, 2.63)
H (-0.03, -0.30, 4.92)
H (2.80, 3.99, -3.95)
C (-3.72, 0.24, 1.03)
H (-6.57, -4.90, -1.11)
H (-6.34, 2.89, 2.18)
C (2.29, 2.90, -2.18)
C (-5.75, -4.25, -0.81)
C (5.38, 0.11, -5.05)
C (-0.20, -2.71, 1.86)
C (0.60, -2.19, 4.10)
Cl (6.38, -2.05, 3.74)
C (-0.96, -1.52, 1.88)
O (1.66, 1.54, 1.60)
C (1.88, 5.23, -2.45)
H (4.83, -3.71, 2.00)
C (-5.33, 1.04, 2.64)
C (2.62, 1.11, 2.22)
H (6.54, 1.27, -6.10)
C (-1.12, 1.93, -2.13)
C (-3.62, -2.60, 0.00)
C (3.20, -0.21, 2.09)
H (2.81, -3.25, 0.63)
Sb (-2.18, -0.99, 0.19)
C (2.86, -0.69, -2.39)
C (-5.00, 2.28, 0.61)
C (4.93, -1.72, 2.82)
C (-4.40, 0.08, 2.26)
C (4.32, 0.27, -4.00)
H (1.11, -3.97, 3.01)
C (-4.07, 1.32, 0.21)
C (-5.61, 2.15, 1.84)
H (4.95, -0.46, -5.88)
Y (0.60, 0.76, -0.28)
H (-5.28, -5.41, 0.94)
C (2.86, 1.58, -2.64)
H (0.86, 4.03, 0.53)
N (2.40, 0.50, -2.01)
C (3.25, -2.47, 1.25)
C (4.34, -0.49, 2.87)
C (-5.02, -4.54, 0.34)
H (-2.69, -3.40, 2.52)
C (1.97, 6.47, -3.27)
H (1.66, 6.26, -4.29)
H (4.16, -1.85, -3.62)
H (2.45, -1.55, -1.87)
H (-2.53, -5.01, 1.82)
H (-1.37, 0.31, 2.94)
C (3.82, 1.51, -3.63)
C (3.82, -0.85, -3.37)
H (-3.96, -4.60, 2.74)
O (3.32, 6.95, -3.36)
H (-3.21, -1.31, 3.46)
C (2.38, 4.03, -2.95)
C (-4.24, -1.14, 3.15)
C (-3.94, -3.75, 0.77)
H (-5.99, -2.88, -2.46)
C (-5.43, -3.13, -1.56)
O (-0.97, 1.89, 0.32)
H (3.59, 7.27, -2.50)
H (6.19, -0.47, -4.64)
C (-4.38, -2.32, -1.15)
H (0.37, -3.11, -0.17)
O (-1.56, 2.43, -3.13)
C (-0.85, -0.65, 2.96)
H (-5.21, 3.12, -0.04)
C (2.65, -1.19, 1.23)
H (-4.85, -1.03, 4.06)
H (-3.63, 1.41, -0.77)
H (1.18, -2.47, 4.98)
H (0.97, 6.16, -0.74)

## Properties
ΔE to the lowest compared entry with this formula, charge and spin	1.1303	eV
HOMO level	-8.0931	eV
E	-3073.07680	Ha

# 3
ORCA calculation (wB97M-V/def2-TZVPD) on C42H37IrN6O3PS as an isolated structure at a distorted geometry.

Geometry (Å):
H (2.29, -2.07, -4.77)
C (4.50, 3.00, -2.17)
C (-0.31, -4.45, 2.13)
H (6.41, 2.60, -1.28)
H (-0.73, -5.47, -2.12)
H (-1.65, 0.23, 5.70)
C (-2.82, -3.75, -1.98)
C (2.00, 5.13, 0.08)
H (-3.48, 2.51, 2.24)
C (-4.09, 1.61, -1.46)
C (2.35, 4.09, 0.93)
N (-0.49, -3.33, -2.33)
C (3.15, 2.67, -2.22)
H (-4.27, 1.34, -2.49)
C (-4.01, -3.45, -1.34)
C (-1.68, 2.36, 5.49)
C (-1.56, 3.43, 4.62)
H (-1.88, 2.54, 6.53)
C (-1.71, -2.94, -1.75)
C (-2.57, 1.99, 0.38)
H (-2.76, -4.59, -2.65)
C (1.99, -4.10, 2.80)
C (1.00, -4.69, -3.24)
H (2.72, 5.89, -0.16)
C (-0.20, 4.18, -0.18)
C (0.83, -3.64, 2.17)
C (2.60, 1.64, -1.35)
C (-2.79, 1.67, -0.97)
H (0.44, 3.65, -2.70)
H (-5.77, 2.46, 1.34)
H (0.84, 2.06, -3.43)
H (2.86, -3.46, 2.86)
C (0.81, -2.35, 1.48)
C (-1.13, 1.91, 2.81)
H (2.80, -3.76, -4.93)
H (-1.20, 4.24, -0.58)
H (-1.19, 4.05, 2.60)
N (-1.77, -1.83, -1.01)
H (3.38, -2.80, -3.57)
C (1.44, 3.10, 1.23)
C (-4.94, 2.24, 0.70)
N (1.38, -3.39, -3.47)
C (-0.28, -5.71, 2.69)
N (-1.67, 1.33, -1.76)
H (-1.20, -4.07, 1.64)
C (4.89, 1.30, -0.52)
H (-4.93, -2.11, 0.07)
O (1.36, 1.44, -1.31)
C (-0.16, -4.66, -2.53)
H (-4.89, -4.06, -1.50)
P (-0.89, 1.70, 1.02)
N (1.99, -1.85, 1.16)
H (1.68, 2.31, 1.92)
N (2.03, -0.78, 0.39)
C (2.53, -2.98, -4.22)
H (-1.69, 4.44, 4.98)
H (5.58, 0.79, 0.13)
C (0.72, 5.19, -0.45)
C (-4.05, -2.35, -0.49)
H (-1.92, 1.01, -2.69)
H (1.57, -5.51, -3.60)
C (-3.65, 2.28, 1.20)
H (3.34, 4.06, 1.36)
C (1.08, 3.13, -3.41)
C (3.18, -0.20, 0.27)
C (0.17, 3.13, 0.65)
C (-2.91, -1.57, -0.37)
H (-2.91, -0.70, 0.27)
H (4.85, 3.77, -2.82)
H (0.43, 6.03, -1.06)
C (-5.15, 1.89, -0.62)
O (2.44, 3.37, -3.10)
H (-1.16, -0.18, 3.30)
H (0.94, 3.56, -4.40)
C (-1.28, 3.21, 3.28)
C (5.37, 2.33, -1.32)
C (2.00, -5.36, 3.37)
H (-1.15, -6.35, 2.64)
H (-6.16, 1.83, -1.01)
O (-0.28, -1.79, 1.18)
C (0.88, -6.16, 3.32)
H (0.90, -7.14, 3.77)
H (2.90, -5.70, 3.86)
C (-1.27, 0.83, 3.68)
C (0.48, -2.56, -2.90)
H (-1.00, 2.08, -1.84)
H (4.00, -0.65, 0.84)
Ir (-0.07, -0.21, -0.49)
S (0.56, -0.89, -3.00)
C (-1.54, 1.06, 5.02)
C (3.55, 0.91, -0.53)

## Properties
2S+1	2
ΔE to the lowest compared entry with this formula, charge and spin	4.9126	eV
HOMO level (spin up / spin down)	-12.1917 / -12.2231	eV
total charge	+2
E	-3020.22561	Ha
expectation value of S²	0.821